[1]
{"formula": "C6H7N5O2", "method": "ωB97M-V with the def2-TZVPD basis set", "de_lowest_kj_mol": 607.4, "homo_lumo_gap_ev": 8.0771, "energy_ev": -17874.133, "homo_energy_ev": -8.82, "smiles": "N/N=C1/C(=N\\O)CCc2nonc21", "spin_multiplicity": 1, "elements": ["N", "N", "C", "C", "N", "O", "C", "C", "C", "N", "O", "N", "C", "H", "H", "H", "H", "H", "H", "H"], "positions_angstrom": [[-0.59, -0.97, -2.71], [-0.41, 0.25, -2.12], [0.03, 0.14, -0.86], [-0.06, 1.26, -0.02], [-0.60, 2.41, -0.42], [-0.84, 2.54, -1.80], [0.48, 1.35, 1.29], [0.08, 0.21, 2.26], [0.27, -1.05, 1.42], [0.64, -2.22, 1.78], [0.72, -3.08, 0.81], [0.56, -2.35, -0.36], [0.18, -1.12, -0.04], [-0.47, -1.87, -2.25], [-1.28, -0.99, -3.54], [-0.66, 1.66, -2.17], [0.30, 2.41, 1.71], [1.46, 1.16, 1.26], [1.04, 0.13, 2.93], [-0.86, 0.12, 2.84]]}

[2]
{"formula": "C8H16O4", "method": "ωB97M-V with the def2-TZVPD basis set", "de_lowest_kj_mol": 75.7, "homo_lumo_gap_ev": 10.8900, "energy_ev": -16745.233, "homo_energy_ev": -10.15, "smiles": "CCOC(C)=O.CCOC(C)=O", "spin_multiplicity": 1, "elements": ["C", "C", "O", "C", "C", "O", "H", "H", "H", "H", "H", "H", "H", "H", "C", "C", "O", "C", "C", "O", "H", "H", "H", "H", "H", "H", "H", "H"], "positions_angstrom": [[-2.78, 4.23, 6.82], [-4.08, 3.43, 6.51], [-4.36, 2.61, 7.63], [-4.12, 1.31, 7.73], [-4.39, 0.82, 9.15], [-3.69, 0.60, 6.83], [-2.97, 4.99, 7.59], [-2.42, 4.74, 5.91], [-1.98, 3.55, 7.17], [-4.93, 4.12, 6.37], [-3.98, 2.82, 5.58], [-3.84, -0.14, 9.23], [-5.47, 0.61, 9.25], [-4.08, 1.47, 9.98], [-6.36, -2.63, 11.43], [-5.04, -2.23, 12.02], [-5.03, -2.57, 13.42], [-4.68, -1.76, 14.41], [-4.73, -2.40, 15.81], [-4.62, -0.56, 14.33], [-6.86, -3.55, 11.77], [-6.11, -2.73, 10.36], [-7.06, -1.78, 11.54], [-4.19, -2.68, 11.48], [-4.98, -1.13, 11.89], [-5.14, -1.78, 16.63], [-3.70, -2.71, 16.08], [-5.35, -3.31, 15.72]]}

[3]
{"formula": "C30H59Br2ClN2O9P2S", "method": "ωB97M-V with the def2-TZVPD basis set", "de_lowest_kj_mol": 923.8, "homo_lumo_gap_ev": 7.5896, "s_squared": 2.01, "energy_ev": -235482.320, "homo_energy_ev": -8.58, "spin_multiplicity": 3, "elements": ["C", "C", "C", "Cl", "C", "P", "O", "O", "O", "O", "S", "O", "O", "O", "C", "C", "Br", "C", "C", "Br", "P", "C", "C", "C", "C", "H", "H", "H", "H", "H", "H", "H", "H", "H", "H", "H", "H", "H", "H", "H", "H", "H", "H", "H", "H", "H", "H", "H", "C", "C", "C", "C", "C", "C", "N", "O", "C", "C", "C", "H", "H", "H", "H", "H", "H", "H", "H", "H", "H", "H", "H", "H", "H", "H", "H", "H", "H", "C", "C", "C", "C", "C", "C", "N", "O", "C", "C", "C", "H", "H", "H", "H", "H", "H", "H", "H", "H", "H", "H", "H", "H", "H", "H", "H", "H", "H"], "positions_angstrom": [[-7.83, -0.30, -7.38], [-6.20, -0.21, -7.01], [-5.74, -1.40, -5.93], [-4.79, -2.63, -6.97], [-4.93, -0.84, -4.63], [-6.20, 0.35, -3.83], [-7.73, -0.04, -4.18], [-6.04, 2.03, -4.38], [-6.13, 0.43, -2.09], [-3.91, 0.15, -5.12], [-3.10, 0.54, -3.63], [-3.34, 1.94, -3.00], [-1.63, 0.71, -4.16], [-3.46, -0.86, -2.69], [-4.01, -1.83, -3.71], [-4.69, -2.95, -2.74], [-4.84, -2.37, -0.79], [-6.08, -3.62, -3.31], [-7.46, -2.94, -2.73], [-6.09, -5.53, -2.60], [-2.34, -2.52, -4.40], [-1.21, -2.72, -2.83], [0.06, -1.67, -2.81], [-2.51, -4.31, -5.05], [-1.76, -4.60, -6.48], [-7.96, -0.88, -8.40], [-8.45, -0.86, -6.56], [-8.25, 0.80, -7.47], [-5.86, 0.86, -6.69], [-5.66, -0.42, -8.06], [-6.73, -1.98, -5.60], [-6.77, 2.58, -3.93], [-5.48, 1.12, -1.76], [-3.91, -3.86, -2.69], [-6.08, -3.76, -4.50], [-7.34, -1.87, -2.28], [-7.85, -3.63, -1.84], [-8.30, -2.95, -3.55], [-1.85, -2.71, -1.82], [-0.74, -3.81, -2.87], [-0.31, -0.65, -2.32], [0.49, -1.43, -3.87], [0.85, -2.12, -2.05], [-3.66, -4.54, -5.19], [-2.06, -5.07, -4.25], [-2.61, -4.74, -7.29], [-1.26, -5.68, -6.37], [-0.96, -3.80, -6.78], [5.21, -0.07, -0.09], [3.77, -0.51, 0.28], [3.33, 0.13, 1.63], [3.93, -0.54, 2.85], [3.68, -2.04, 2.83], [4.18, -2.72, 1.52], [3.70, -2.01, 0.29], [2.34, -2.36, 0.10], [5.73, -2.78, 1.55], [3.77, -4.23, 1.56], [2.90, 0.16, -0.84], [5.99, -0.45, 0.55], [5.45, -0.37, -1.12], [5.30, 1.03, -0.05], [2.23, 0.07, 1.72], [3.58, 1.19, 1.64], [5.00, -0.32, 2.91], [3.48, -0.11, 3.76], [4.17, -2.50, 3.70], [2.60, -2.22, 2.96], [6.14, -3.03, 0.57], [6.09, -3.54, 2.25], [6.20, -1.85, 1.90], [2.69, -4.37, 1.66], [4.23, -4.74, 2.41], [4.10, -4.74, 0.65], [3.13, -0.27, -1.83], [3.11, 1.23, -0.90], [1.83, 0.06, -0.66], [1.36, 4.13, 7.08], [2.90, 4.17, 7.28], [3.42, 5.63, 7.29], [3.51, 6.26, 5.91], [4.32, 5.38, 4.96], [3.77, 3.93, 4.88], [3.56, 3.31, 6.24], [4.83, 2.95, 6.73], [2.46, 3.93, 4.07], [4.74, 3.09, 3.98], [3.07, 3.62, 8.74], [1.02, 4.45, 6.10], [0.97, 3.12, 7.25], [0.86, 4.80, 7.80], [4.43, 5.66, 7.74], [2.79, 6.26, 7.92], [2.51, 6.45, 5.51], [4.00, 7.24, 5.99], [4.33, 5.84, 3.96], [5.37, 5.37, 5.30], [1.91, 2.99, 4.17], [2.65, 4.08, 2.99], [1.78, 4.75, 4.33], [5.77, 3.08, 4.35], [4.79, 3.50, 2.96], [4.40, 2.05, 3.90], [2.76, 2.57, 8.81], [2.45, 4.19, 9.44], [4.10, 3.70, 9.11]]}

[4]
{"formula": "C2H2N4O2", "method": "ωB97M-V with the def2-TZVPD basis set", "de_lowest_kj_mol": 557.4, "homo_lumo_gap_ev": 9.0809, "energy_ev": -12156.970, "homo_energy_ev": -9.95, "smiles": "O=c1ncn(O)nn1", "spin_multiplicity": 1, "elements": ["O", "C", "N", "C", "N", "O", "N", "N", "H", "H"], "positions_angstrom": [[-0.52, 0.87, 2.74], [0.05, 0.59, 1.72], [1.05, -0.32, 1.21], [0.75, -0.85, 0.00], [-0.42, -0.42, -0.60], [-0.33, -0.61, -2.03], [-0.44, 1.10, -0.52], [-0.40, 1.59, 0.59], [1.49, -1.38, -0.62], [-1.22, -0.57, -2.48]]}

[5]
{"formula": "C22H25Cl2NO3P2Pb", "method": "ωB97M-V with the def2-TZVPD basis set", "total_charge": 2, "homo_lumo_gap_ev": [5.5162, 5.5169], "energy_ev": -79704.821, "homo_energy_ev": [-12.58, -12.58], "spin_multiplicity": 1, "elements": ["C", "C", "C", "C", "C", "C", "C", "C", "C", "C", "C", "C", "C", "H", "H", "H", "H", "H", "H", "H", "N", "Pb", "C", "H", "H", "C", "H", "H", "P", "P", "C", "H", "H", "H", "C", "H", "H", "H", "C", "H", "H", "H", "C", "H", "H", "H", "C", "O", "H", "Cl", "C", "Cl", "C", "O", "O", "H"], "positions_angstrom": [[3.66, -1.55, -1.11], [2.34, -1.37, -1.50], [1.28, -1.74, -0.64], [1.57, -2.24, 0.67], [2.92, -2.26, 1.10], [3.94, -1.97, 0.21], [0.48, -2.64, 1.47], [-0.82, -2.28, 1.09], [-1.01, -1.79, -0.24], [-2.31, -1.44, -0.70], [-3.41, -1.65, 0.12], [-3.22, -2.07, 1.46], [-1.95, -2.33, 1.94], [4.48, -1.35, -1.83], [3.11, -2.51, 2.15], [4.98, -2.03, 0.54], [0.63, -3.31, 2.32], [-4.43, -1.47, -0.28], [-4.09, -2.15, 2.12], [-1.76, -2.56, 2.99], [0.02, -1.49, -1.06], [1.53, 0.40, 3.32], [1.94, -0.72, -2.83], [1.31, -1.42, -3.41], [2.83, -0.44, -3.43], [-2.41, -0.76, -2.07], [-2.02, -1.45, -2.84], [-3.45, -0.48, -2.31], [0.92, 0.80, -2.65], [-1.39, 0.77, -2.23], [-1.65, 1.66, -0.68], [-1.20, 2.66, -0.72], [-2.74, 1.76, -0.52], [-1.22, 1.11, 0.17], [-2.17, 1.77, -3.52], [-3.26, 1.64, -3.43], [-1.91, 2.82, -3.38], [-1.85, 1.43, -4.51], [1.69, 1.74, -1.30], [2.73, 1.94, -1.59], [1.17, 2.68, -1.12], [1.69, 1.15, -0.38], [1.21, 1.75, -4.16], [0.99, 2.81, -3.99], [2.26, 1.63, -4.43], [0.58, 1.37, -4.98], [0.72, 2.44, 2.14], [0.22, 3.43, 1.78], [0.93, 2.07, 3.28], [0.19, 2.95, 5.26], [-0.89, 1.58, 5.41], [-1.62, 1.06, 3.82], [-0.16, 0.36, 6.02], [-0.54, -0.12, 7.07], [0.87, -0.09, 5.32], [-1.71, 1.88, 6.08]]}

[6]
{"formula": "C3H9N3", "method": "ωB97M-V with the def2-TZVPD basis set", "de_lowest_kj_mol": 145.2, "homo_lumo_gap_ev": 9.2127, "energy_ev": -7726.069, "homo_energy_ev": -8.30, "smiles": "[H]/N=C(\\N)NCC", "spin_multiplicity": 1, "elements": ["H", "N", "C", "N", "N", "C", "C", "H", "H", "H", "H", "H", "H", "H", "H"], "positions_angstrom": [[-1.28, 2.82, 0.61], [-1.45, 1.82, 0.42], [-0.57, 1.06, -0.21], [0.13, 1.34, -1.42], [-0.06, -0.16, 0.35], [0.70, -1.42, -0.17], [1.01, -2.23, 1.06], [0.27, 0.58, -2.06], [-0.34, 2.14, -1.84], [-0.52, -0.52, 1.19], [1.46, -0.94, -0.76], [-0.01, -1.99, -0.86], [1.65, -3.09, 0.78], [0.11, -2.65, 1.56], [1.51, -1.73, 1.87]]}